Record 1
{
  "formula": "C11H19N2O",
  "method": "ωB97M-V/def2-TZVPD",
  "multiplicity": 1,
  "e_homo_ev": [-12.138, -12.129],
  "lumo_ev": [-4.3, -4.2],
  "gap_ev": [7.82, 7.95],
  "charge": 1,
  "symbols": ["O", "N", "N", "C", "C", "C", "C", "C", "C", "C", "C", "C", "C", "C", "H", "H", "H", "H", "H", "H", "H", "H", "H", "H", "H", "H", "H", "H", "H", "H", "H", "H", "H"],
  "positions_angstrom": [[3.3518, 1.3823, 1.0920], [2.2244, 1.4897, 0.3528], [2.6098, -1.5103, -0.3314], [-3.1394, 1.6600, 0.9034], [2.5065, 2.0841, -0.9133], [-1.7373, -1.8023, 0.6223], [-3.2553, 0.2329, 0.3707], [-1.9391, -0.4804, 0.3740], [4.0333, -1.2649, -0.3207], [-0.3136, -2.1713, 0.4320], [0.3145, -0.8427, 0.0643], [-3.7982, 0.2341, -1.0632], [1.6677, -0.6518, -0.1345], [-0.6791, 0.1084, 0.0513], [-0.2022, -2.9089, -0.3653], [4.2502, -0.2244, -0.5457], [-2.4815, -2.5174, 0.9279], [0.1152, -2.5975, 1.3417], [-3.9492, -0.3291, 1.0038], [1.7089, 1.8486, -1.6095], [4.5173, -1.9023, -1.0583], [-4.7618, 0.7366, -1.0945], [2.3582, -2.4936, -0.4722], [-2.6634, 1.6717, 1.8803], [3.0820, 1.2607, 2.0206], [-3.1148, 0.7597, -1.7273], [2.5110, 3.1680, -0.7470], [-4.1303, 2.0946, 1.0001], [3.4798, 1.8158, -1.3296], [4.4468, -1.4957, 0.6644], [-2.5655, 2.2835, 0.2225], [-3.9249, -0.7821, -1.4291], [-0.5216, 1.1440, -0.1825]],
  "mulliken_charge": [-0.34, 0.01, -0.18, -1.55, -0.77, -1.14, 0.41, 0.45, -0.78, -0.64, 0.01, -1.36, 0.38, -0.30, 0.38, 0.22, 0.49, 0.38, 0.38, 0.29, 0.33, 0.40, 0.29, 0.39, 0.38, 0.34, 0.33, 0.44, 0.35, 0.30, 0.30, 0.38, 0.47]
}


Record 2
{
  "formula": "C5H7NO",
  "method": "ωB97M-V/def2-TZVPD",
  "multiplicity": 1,
  "e_homo_ev": -7.698,
  "lumo_ev": 0.8,
  "gap_ev": 8.47,
  "symbols": ["O", "N", "C", "C", "C", "C", "C", "H", "H", "H", "H", "H", "H", "H"],
  "positions_angstrom": [[-1.2779, -2.5358, -0.6929], [0.0750, -0.2679, -1.9069], [-0.6821, -1.5036, -0.6269], [0.2681, 1.7622, 0.9120], [0.6429, 0.4503, 0.2239], [0.6835, 0.6630, -1.3186], [-0.2691, -0.7134, 0.5883], [0.9315, 2.5651, 0.5791], [1.6783, 0.2020, 0.4914], [-0.7611, 2.0435, 0.6596], [0.3421, 1.6780, 2.0020], [-0.3781, -0.8613, -2.5468], [0.2027, -1.4271, 1.2640], [-1.2044, -0.3719, 1.0454]],
  "mulliken_charge": [-0.47, -0.13, 0.34, -1.44, 0.61, -0.57, -0.66, 0.37, 0.26, 0.40, 0.35, 0.30, 0.32, 0.31]
}


Record 3
{
  "formula": "C42H100N4O10",
  "method": "ωB97M-V/def2-TZVPD",
  "multiplicity": 1,
  "e_homo_ev": -8.197,
  "lumo_ev": 0.4,
  "smiles": "CC1(C)CCCC(C)(C)N1O.CC1(C)CCCC(C)(C)N1O.CC1(C)CCCC(C)(C)N1O.CC1(C)CCCC(C)(C)N1O.CC(C)O.CC(C)O.O.O.O.O",
  "gap_ev": 8.57,
  "symbols": ["O", "O", "O", "O", "O", "O", "O", "O", "O", "O", "N", "N", "N", "N", "C", "C", "C", "C", "C", "C", "C", "C", "C", "C", "C", "C", "C", "C", "C", "C", "C", "C", "C", "C", "C", "C", "C", "C", "C", "C", "C", "C", "C", "C", "C", "C", "C", "C", "C", "C", "C", "C", "C", "C", "C", "C", "H", "H", "H", "H", "H", "H", "H", "H", "H", "H", "H", "H", "H", "H", "H", "H", "H", "H", "H", "H", "H", "H", "H", "H", "H", "H", "H", "H", "H", "H", "H", "H", "H", "H", "H", "H", "H", "H", "H", "H", "H", "H", "H", "H", "H", "H", "H", "H", "H", "H", "H", "H", "H", "H", "H", "H", "H", "H", "H", "H", "H", "H", "H", "H", "H", "H", "H", "H", "H", "H", "H", "H", "H", "H", "H", "H", "H", "H", "H", "H", "H", "H", "H", "H", "H", "H", "H", "H", "H", "H", "H", "H", "H", "H", "H", "H", "H", "H", "H", "H"],
  "positions_angstrom": [[4.8213, -4.7073, -3.1399], [12.6348, -7.8347, 1.0560], [9.5171, -15.1306, -7.7063], [-1.9765, -8.9763, -0.0683], [3.5911, -14.7768, -5.1843], [7.5695, -5.8798, -3.4309], [3.3711, -5.4247, -0.5128], [8.0563, -8.6613, -2.5930], [6.4258, -12.0940, 1.5766], [7.3006, -9.9923, 3.0986], [6.7343, -8.7145, -3.0579], [2.7656, -14.9256, -4.0430], [8.3316, -15.8659, -7.8836], [-0.7992, -9.1362, 0.6835], [-2.0028, -8.5871, 2.7683], [1.6000, -9.4675, 0.6743], [4.0691, -16.8333, -3.1259], [-0.7780, -8.3196, 1.8875], [7.7407, -7.6611, 2.5646], [5.7522, -8.7675, -1.9911], [6.8173, -14.3033, -6.3706], [5.8320, -17.1327, -7.2725], [5.1230, -9.1885, -4.8710], [0.3903, -9.1292, -0.1692], [9.5603, -17.9436, -7.7097], [6.1712, -8.3472, 4.3635], [4.6568, -14.4458, -2.4807], [1.7821, -8.5425, 1.8631], [7.2849, -13.9065, -8.7647], [2.5753, -15.6053, -1.6780], [7.4875, -8.6889, 3.6582], [12.5070, -5.9753, -0.4633], [7.1272, -14.9909, -7.7083], [1.6459, -13.9712, -4.0161], [6.5866, -9.3806, -4.3583], [12.2239, -7.4564, -0.2802], [5.8382, -10.0560, -1.1309], [8.5188, -16.9465, -5.6302], [4.3242, -8.7415, -2.5681], [2.1325, -12.5763, -3.6640], [1.3949, -14.6315, -1.5431], [5.8542, -7.5884, -1.0213], [5.8759, -15.8391, -8.0744], [7.1053, -17.9091, -7.5230], [-0.8168, -6.7944, 1.5769], [8.3602, -17.1625, -7.1582], [0.8534, -13.9634, -5.3245], [10.7497, -7.7415, -0.3366], [0.7093, -14.4871, -2.9177], [4.1522, -9.5951, -3.7963], [7.4580, -8.6494, -5.3830], [7.0121, -10.8415, -4.3119], [0.6255, -7.9430, -1.1450], [0.4942, -8.6141, 2.7130], [3.4951, -15.4106, -2.8957], [0.2400, -10.3584, -1.1082], [-0.0949, -13.7606, -2.7569], [6.6361, -5.6897, -3.5976], [0.0492, -11.2603, -0.5196], [12.1865, -5.5913, -1.4331], [8.7337, -7.7851, 2.1256], [7.0516, -18.7895, -6.8688], [0.7051, -6.9447, -0.7105], [8.5363, -8.5995, -5.2201], [8.2547, -9.5799, -2.3272], [1.2092, -10.5193, -1.5836], [-0.1900, -7.8673, -1.8645], [6.5046, -11.3445, -3.4837], [1.3617, -11.8047, -3.6720], [9.9619, -15.1962, -8.5587], [5.8503, -15.9325, -9.1628], [6.8585, -10.3967, -0.9207], [3.3238, -17.3857, -3.7024], [8.0834, -10.1915, 2.5723], [0.1298, -6.2495, 1.5413], [7.3696, -12.1297, 1.7464], [5.2970, -8.4858, 3.7269], [7.1368, -18.2466, -8.5596], [3.9164, -4.8866, -2.8518], [7.6842, -13.7337, -6.0138], [6.0363, -9.0487, 5.1914], [-0.1581, -13.6525, -5.0616], [4.7818, -3.8368, -3.5520], [10.2787, -7.2890, -1.2131], [7.7487, -6.6833, 3.0508], [9.2264, -16.1598, -5.3689], [12.2209, -5.3029, 0.3435], [2.6741, -8.8121, 2.4307], [5.7815, -6.5804, -1.4378], [5.3193, -10.0390, -0.1742], [1.5947, -10.5111, 0.9983], [0.4233, -9.6481, 3.0659], [7.1052, -7.6267, -5.5242], [5.1185, -7.6036, -0.2136], [4.2318, -10.6235, -3.4198], [10.4970, -8.8063, -0.3615], [6.0101, -13.5752, -6.4483], [1.9031, -13.7699, -1.1059], [7.7222, -14.2243, -9.7116], [5.1804, -9.9134, -5.6858], [3.1074, -9.5756, -4.1241], [4.5732, -13.9707, -1.4992], [5.6179, -14.9615, -2.4164], [5.0308, -16.8037, -3.6450], [13.5995, -7.8092, 1.0443], [6.5883, -14.9627, -5.5357], [6.9758, -7.7045, 1.7924], [6.8269, -7.6613, -0.5273], [0.6743, -7.9738, 3.5775], [2.1411, -16.6091, -1.5998], [10.4690, -17.3437, -7.7511], [1.9022, -7.5007, 1.5507], [7.4050, -9.0940, -6.3838], [7.5303, -16.7977, -5.2025], [6.3349, -13.4183, -9.0071], [1.5726, -8.1275, -1.6513], [12.7452, -7.9892, -1.0769], [4.2645, -17.4249, -2.2313], [3.5519, -9.0598, -1.8654], [8.9545, -17.8049, -5.1076], [4.0992, -7.7057, -2.8560], [4.9612, -17.7745, -7.4172], [9.3278, -18.2634, -8.7265], [10.1432, -7.3822, 0.4977], [-2.4101, -9.8279, 0.0499], [6.7318, -11.4494, -5.1740], [7.8830, -13.0531, -8.4291], [9.8082, -18.7935, -7.0735], [5.4378, -10.9193, -1.6727], [6.1035, -11.3889, 2.1591], [-2.0387, -9.5532, 3.2706], [3.1573, -15.5188, -0.7572], [3.2531, -15.4762, -5.7566], [2.5647, -9.3691, 0.1589], [-2.2027, -7.7683, 3.4559], [13.5998, -5.8543, -0.4995], [-2.8869, -8.5248, 2.1230], [2.8746, -12.2338, -4.3948], [7.5727, -6.8258, -3.2076], [2.7183, -12.5923, -2.7437], [0.6628, -15.0774, -0.8720], [-1.2868, -6.5498, 0.6191], [8.0995, -10.8780, -4.2255], [1.2401, -13.3219, -6.1143], [4.9578, -15.3376, -7.7486], [6.1532, -7.3410, 4.7777], [-0.5774, -10.3085, -1.8262], [4.7564, -13.6372, -3.2078], [8.3507, -8.6384, 4.3258], [0.7886, -14.9792, -5.7235], [4.2857, -5.6679, -0.7048], [4.9923, -8.1547, -5.1815], [5.7412, -16.7695, -6.2435], [3.4347, -4.5804, -0.0525], [0.2045, -15.4114, -3.2024], [-1.4398, -6.2555, 2.2921]],
  "mulliken_charge": [-0.57, -0.53, -0.49, -0.50, -0.14, -0.79, -0.56, -0.17, -0.55, -0.50, 1.26, 0.11, 0.14, 0.26, -1.87, -0.26, -1.72, 1.73, -0.78, 2.24, -1.59, 0.79, -1.84, 1.90, -1.94, -1.13, -2.04, -0.50, -2.20, -1.84, 0.44, -1.34, 1.79, 1.91, 1.47, 0.53, -0.83, -1.35, -0.08, -1.98, -0.22, -2.25, -1.40, -1.53, -1.71, 1.72, -2.21, -1.08, -1.44, 0.74, -2.15, -2.05, -1.09, -1.42, 2.42, -2.12, 0.49, 0.28, 0.55, 0.36, 0.18, 0.41, 0.34, 0.35, 0.28, -0.01, 0.44, 0.26, 0.68, 0.36, 0.41, 0.16, 0.48, 0.30, 0.28, 0.24, 0.07, 0.36, 0.28, 0.58, 0.36, 0.48, 0.26, 0.33, 0.43, 0.31, 0.33, 0.34, 0.68, 0.36, 0.61, 0.40, 0.42, 0.35, -1.08, 0.38, 0.60, -0.06, 0.48, 0.51, 0.70, 0.31, 0.60, 0.02, 0.32, -0.10, 0.01, -0.04, 0.34, 0.40, 0.42, 0.13, 0.40, 0.02, 0.43, -0.11, 0.20, 0.42, -1.17, 0.46, 0.49, 0.44, 0.40, 0.09, 0.37, 0.55, 0.37, 0.40, -0.37, 0.37, 0.34, 0.48, 0.25, -0.56, 0.39, 0.37, 0.47, 0.54, 0.28, 0.14, 0.53, 0.36, 0.57, 0.31, 0.35, 0.41, 0.56, 0.24, 0.25, 0.48, 0.28, 0.38, -0.69, 0.24, 0.43, 0.42]
}


Record 4
{
  "formula": "C4H6O",
  "method": "ωB97M-V/def2-TZVPD",
  "multiplicity": 1,
  "e_homo_ev": -9.651,
  "lumo_ev": 0.9,
  "smiles": "C1=CC1.C=O",
  "gap_ev": 10.58,
  "symbols": ["O", "C", "C", "C", "C", "H", "H", "H", "H", "H", "H"],
  "positions_angstrom": [[1.4527, -0.3669, -1.7051], [-0.8944, 0.9840, 0.2566], [-1.4184, -0.3735, -0.1080], [1.8360, -0.2142, -0.5731], [-0.6353, 0.0425, 1.1045], [-0.9268, -0.9375, -0.9062], [2.1258, 0.7760, -0.1708], [-0.1847, -0.2809, 2.0307], [1.9294, -1.0602, 0.1378], [-2.4877, -0.5797, -0.0136], [-0.8141, 2.0145, -0.0538]],
  "mulliken_charge": [-0.40, -0.24, -0.40, -0.16, -0.41, 0.15, 0.29, 0.37, 0.26, 0.22, 0.33]
}


Record 5
{
  "formula": "C4H4N2O",
  "method": "ωB97M-V/def2-TZVPD",
  "multiplicity": 1,
  "e_homo_ev": -8.863,
  "lumo_ev": -1.0,
  "smiles": "N#C/C=C(/N)C=O",
  "gap_ev": 7.86,
  "symbols": ["O", "N", "N", "C", "C", "C", "C", "H", "H", "H", "H"],
  "positions_angstrom": [[-0.6693, 2.0025, -0.2205], [-3.2923, -0.0374, 0.2220], [1.5506, -0.6571, 0.0446], [0.5005, 1.3716, -0.0631], [0.3109, -0.1545, -0.2634], [-0.9438, -0.7942, -0.3220], [-2.1449, -0.0913, -0.1673], [1.6483, -1.5820, 0.1601], [1.4999, 1.9317, 0.6260], [2.3970, -0.1873, 0.3298], [-0.8569, -1.8021, -0.3463]],
  "mulliken_charge": [-0.44, -0.49, -0.43, -0.03, 0.85, -0.67, 0.24, 0.16, 0.19, 0.18, 0.44]
}


Taking the records one at a time from the top gives energy above the lowest of the compared OMol25 structures with the same formula, charge and spin values of 135.5, 87.5, 22.8, 68.1, 95.8 kcal per mole.